Record 1
C8H13N in the gas phase at a distorted geometry. Source: OMol25; level of theory: ωB97M-V/def2-TZVPD.

## Properties
- Relative energy (zero: lowest compared OMol25 entry of this formula, charge and spin): 38.06 kcal/mol
- HOMO level: -8.1 eV
- HOMO-LUMO gap: 0.3315 hartree
- SMILES string: CCC1=NC(C)=C(C)C1

Positions of all 22 atoms, in Å:
N  -0.299  -0.574  -0.779
C  1.984  -1.098  -1.570
C  -2.474  0.309  -0.026
C  1.398  0.529  0.383
C  1.087  -0.392  -0.596
C  -3.189  -1.036  0.155
C  2.678  1.099  0.871
C  -0.027  0.954  0.903
C  -1.022  0.162  0.001
H  -2.722  0.870  0.767
H  2.479  -2.009  -1.139
H  3.006  0.916  1.836
H  3.532  0.838  0.183
H  2.964  -0.649  -1.774
H  -0.057  2.042  0.766
H  -0.087  0.763  1.950
H  2.567  2.175  0.724
H  -3.088  -1.445  1.239
H  -4.208  -0.998  -0.130
H  1.272  -1.432  -2.361
H  -2.832  0.778  -0.887
H  -2.963  -1.803  -0.516

Partial atomic charges computed with the Mulliken method, in multiples of e:
1 N -0.60
2 C -1.17
3 C -0.58
4 C 0.29
5 C 0.40
6 C -1.21
7 C -1.20
8 C -0.48
9 C 0.38
10 H 0.28
11 H 0.25
12 H 0.31
13 H 0.26
14 H 0.35
15 H 0.32
16 H 0.38
17 H 0.30
18 H 0.25
19 H 0.41
20 H 0.33
21 H 0.35
22 H 0.37

---

Record 2
A gas-phase ion, C2H6N2 (charge +1) at a distorted geometry. Source: OMol25; level of theory: ωB97M-V/def2-TZVPD.

## Properties
- Multiplicity: 2
- Relative energy (zero: lowest compared OMol25 entry of this formula, charge and spin): 19.07 kcal/mol
- HOMO level (spin up / spin down): -16.6 / -16.2 eV
- HOMO-LUMO gap (spin up / spin down): 0.4526 / 0.2776 hartree
- Net charge: +1

Positions of all 10 atoms, in Å:
N  0.218  0.694  1.309
N  -0.235  -0.732  -0.503
C  0.051  0.236  -1.515
C  -0.141  -0.494  0.775
H  0.228  1.277  -1.242
H  0.578  0.807  2.255
H  0.868  -0.161  -2.125
H  -0.463  -1.224  1.508
H  0.236  1.506  0.713
H  -0.776  0.283  -2.239

Partial atomic charges computed with the Mulliken method, in multiples of e:
1 N -0.19
2 N -0.15
3 C -0.65
4 C 0.25
5 H 0.28
6 H 0.28
7 H 0.30
8 H 0.37
9 H 0.22
10 H 0.29

---

Record 3
C6H13N in the gas phase at a distorted geometry. Source: OMol25; level of theory: ωB97M-V/def2-TZVPD.

## Properties
- Relative energy (zero: lowest compared OMol25 entry of this formula, charge and spin): 37.02 kcal/mol
- HOMO level: -8.0 eV
- HOMO-LUMO gap: 0.3325 hartree
- SMILES string: CCC/C=C(/C)N

Positions of all 20 atoms, in Å:
N  -1.712  1.418  -0.694
C  0.449  -1.533  -0.941
C  1.947  -1.577  -0.427
C  -0.326  2.450  1.018
C  -0.554  -0.108  1.029
C  -0.828  1.140  0.461
C  -0.683  -1.368  0.108
H  -1.572  2.330  -1.157
H  0.425  -0.792  -1.744
H  2.428  -0.630  -0.134
H  -1.549  -1.317  -0.553
H  0.345  -2.504  -1.334
H  0.394  1.966  1.723
H  -1.527  0.770  -1.479
H  -0.076  0.065  2.016
H  2.625  -2.084  -1.136
H  0.080  3.207  0.246
H  -0.804  -2.216  0.813
H  -1.052  2.913  1.688
H  1.989  -2.129  0.498

Partial atomic charges computed with the Mulliken method, in multiples of e:
1 N -0.59
2 C -0.28
3 C -1.23
4 C -1.11
5 C -0.48
6 C 0.57
7 C -0.69
8 H 0.27
9 H 0.18
10 H 0.30
11 H 0.31
12 H 0.39
13 H 0.26
14 H 0.23
15 H 0.23
16 H 0.35
17 H 0.34
18 H 0.35
19 H 0.28
20 H 0.33